(1)
A cluster of 14 separate species, H28O14 in total. Source: the OMol25 dataset; level of theory: the ωB97M-V functional and the def2-TZVPD basis.

- Lowest unoccupied orbital energy: -0.366 eV
- Max |F|: 5.43 eV Å⁻¹
- HOMO: -10.11 eV
- Energy: -29116.1003 eV

Geometry as ORCA input:
```
! wB97M-V def2-TZVPD RIJCOSX def2/J DEFGRID3
* xyz 0 1
H -1.96 -3.17 -2.92
H -4.41 1.45 2.28
H 2.88 2.55 0.91
H -4.55 0.08 -2.31
H 3.88 -0.92 -2.78
O 2.88 2.75 -0.03
H -1.17 -3.77 1.05
O 0.31 0.69 3.74
H -5.53 1.93 1.38
O 4.22 -0.04 -2.77
H 2.15 -2.84 -0.13
H 0.60 1.20 4.55
H -0.89 -0.49 0.39
H -1.92 2.45 1.26
O -2.53 -0.82 -0.40
O 1.92 -3.76 -0.52
H 1.18 5.38 -1.62
H -2.80 0.10 -0.73
H -0.53 0.96 3.43
H 3.14 0.55 -0.72
O -0.08 0.00 0.36
H 3.41 0.61 -2.83
H 0.83 3.95 -1.35
H -1.25 2.67 -0.11
H 3.56 2.18 -0.46
H -3.40 -1.16 -0.21
O 2.94 -1.91 3.10
H 2.36 -3.83 -1.36
H 4.33 -0.39 -0.21
O -0.37 -3.47 0.62
O -5.42 1.34 2.11
H -3.36 -2.94 -2.24
H 3.12 -2.43 2.36
H -4.41 1.54 -1.93
O -3.91 0.83 -2.36
H 3.29 -2.31 3.91
O 1.55 4.51 -1.63
H -0.47 -2.48 0.75
O -2.78 -2.81 -3.03
O 4.13 0.49 -0.46
O -1.56 1.98 0.52
H 0.62 -0.65 0.38
*
```



(2)
A structure of composition C4H12N4O. Source: the OMol25 dataset; level of theory: the ωB97M-V functional and the def2-TZVPD basis.

- Lowest unoccupied orbital energy: 0.862 eV
- Max |F|: 4.47 eV Å⁻¹
- HOMO: -8.16 eV
- Energy: -12347.5282 eV

Geometry as ORCA input:
```
! wB97M-V def2-TZVPD RIJCOSX def2/J DEFGRID3
* xyz 0 1
H -0.56 1.45 0.51
H -2.14 1.16 -1.26
H 0.57 -2.07 1.00
O 0.70 -0.02 -1.62
N -1.42 0.92 -1.93
C 1.01 -0.02 0.51
H 2.16 1.31 1.76
N -0.50 0.44 0.46
C -0.59 -0.08 -1.40
H -2.20 -1.33 -1.58
H -0.56 -2.10 -1.36
C 1.98 1.11 0.71
H -1.69 -1.15 1.18
N -1.47 -0.16 1.28
H 2.93 0.86 0.22
N -1.22 -1.33 -1.34
H 1.62 2.03 0.24
H -1.19 -0.07 2.27
C 1.24 -1.22 1.12
H -0.91 1.73 -2.23
H 2.23 -1.46 1.47
*
```



(3)
The molecule C4H6O. Source: the OMol25 dataset; level of theory: the ωB97M-V functional and the def2-TZVPD basis.

- Lowest unoccupied orbital energy: 0.889 eV
- Max |F|: 0.75 eV Å⁻¹
- HOMO: -9.27 eV
- Energy: -6289.3394 eV
- SMILES string: C=C=COC

Geometry as ORCA input:
```
! wB97M-V def2-TZVPD RIJCOSX def2/J DEFGRID3
* xyz 0 1
C 1.34 -0.56 -0.01
H 1.55 1.24 -1.23
H -1.97 0.57 0.51
C 1.06 0.63 -0.48
H 0.17 -2.17 0.56
O -0.05 1.19 0.12
H 1.20 -1.34 1.90
C 0.93 -1.45 0.85
H -1.21 -0.26 -0.87
H -1.72 1.45 -1.02
C -1.30 0.70 -0.34
*
```



(4)
A structure of composition C12H20Br10F6InO6S2. Source: the OMol25 dataset; level of theory: the ωB97M-V functional and the def2-TZVPD basis.

- Lowest unoccupied orbital energy: -10.133 eV
- Max |F|: 2.52 eV Å⁻¹
- HOMO: -11.79 eV
- Energy: -768614.3335 eV

Geometry as ORCA input:
```
! wB97M-V def2-TZVPD RIJCOSX def2/J DEFGRID3
* xyz 1 1
O -0.40 0.75 1.52
H -3.46 -3.67 -0.09
H -4.30 -6.19 -1.61
O -1.90 1.95 -0.01
S -3.70 3.22 -2.66
F -0.85 -1.36 -0.27
C -0.77 -0.23 -0.97
C 4.94 4.07 1.49
C 1.75 -6.35 0.16
H 4.89 2.98 1.49
H 4.18 5.63 0.23
H 0.88 -6.71 0.70
F -5.97 2.07 -2.26
H -3.72 -6.26 0.04
H -4.01 -3.68 -1.70
C -0.65 2.97 5.50
Br -5.91 -4.19 -0.15
O -3.75 4.17 -1.53
H -0.85 3.99 5.82
Br 4.86 1.70 -2.29
F -1.87 -0.09 -1.69
O -2.31 2.79 -2.75
Br 6.79 4.65 1.37
Br -0.70 3.81 2.86
H -0.88 1.49 3.95
C 3.51 -0.69 -1.61
H 4.80 4.28 -0.65
H 2.05 -6.99 -0.66
F -4.35 0.66 -2.71
H 0.63 -4.95 -1.14
H 2.70 0.55 -3.14
F -4.51 1.60 -0.76
O 0.40 2.09 -0.39
Br 2.48 3.76 0.13
H -2.31 2.47 4.23
Br 2.98 -4.26 -1.29
Br -1.23 1.80 6.96
C -3.66 -5.70 -0.88
C -1.22 2.48 4.21
C -4.70 1.75 -2.06
H 4.22 -0.63 -0.79
Br 4.32 -1.80 -2.98
C 1.39 -4.99 -0.36
Br -1.82 -5.85 -1.54
C -4.07 -4.26 -0.78
S -0.62 1.22 0.20
H 0.43 2.87 5.55
H 4.56 4.45 2.43
H 2.50 1.28 -1.63
H 1.09 -4.30 0.42
C 3.21 0.67 -2.18
C 4.26 4.55 0.25
Br 3.07 -6.21 1.55
F 0.27 -0.26 -1.78
In -1.01 4.39 -0.62
O -4.26 3.69 -3.89
H 2.61 -1.17 -1.26
*
```



(5)
A structure of composition C20H44FeNO2P3. Source: the OMol25 dataset; level of theory: the ωB97M-V functional and the def2-TZVPD basis.

- Lowest unoccupied orbital energy (alpha / beta): -10.677 / -12.915 eV
- Max |F|: 3.69 eV Å⁻¹
- HOMO (alpha / beta): -16.02 / -15.88 eV
- Energy: -89257.4583 eV

Geometry as ORCA input:
```
! wB97M-V def2-TZVPD RIJCOSX def2/J DEFGRID3
* xyz 3 6
C -1.09 -4.27 -3.52
C 2.78 2.93 4.78
H 3.40 1.67 -1.07
C -2.49 -4.46 -1.06
O 1.88 1.26 2.74
C 2.34 -0.64 0.25
H -0.44 1.28 2.15
H -0.33 4.08 0.21
C -1.61 -5.54 -3.08
C 1.98 -0.77 -2.39
H -2.81 2.40 -1.69
N 2.72 1.47 4.85
P 0.98 -1.22 -0.92
Fe -1.17 0.26 -1.59
H -3.67 0.01 -0.28
C 2.25 0.73 3.82
C -1.63 -3.20 -1.37
H 0.85 3.28 1.29
H -1.85 3.47 -0.61
H 2.20 -0.38 3.99
H 4.01 1.43 6.47
H -0.44 -4.16 -4.44
H -3.81 0.24 1.48
H 1.41 4.47 0.11
H -3.49 2.96 -0.09
H 1.99 0.06 1.03
H -0.79 -3.70 -0.70
C -1.42 -3.10 -2.83
H 2.99 2.28 0.59
C 1.38 -3.09 -0.74
H 3.49 -0.20 5.95
H 1.46 -0.06 -3.06
H -2.19 1.25 2.62
H 2.82 -1.52 0.72
H 3.06 3.22 3.76
H -4.45 -1.98 -2.35
C -3.12 -0.01 0.66
C -3.38 -0.01 -2.56
H -1.45 2.78 2.01
H -2.96 -0.27 -3.57
H 3.12 -0.12 -0.33
H 2.91 -0.27 -2.06
C -4.21 -1.00 -1.90
H 3.52 3.25 5.52
H 1.54 2.46 -3.26
H 0.82 -3.67 -1.50
H -4.97 -0.92 -1.03
C 3.17 0.85 6.08
H -2.70 -1.03 0.78
H -1.29 -6.44 -3.60
H 2.25 -1.68 -2.93
C -2.47 -5.60 -2.01
C 1.02 3.13 -2.56
H -2.10 -2.36 -0.80
H -3.11 -6.50 -1.76
P -1.82 1.23 0.28
C 0.68 3.68 0.29
H 1.16 -3.52 0.29
H 1.79 3.34 5.00
H -0.03 3.22 -2.88
H 1.51 4.10 -2.54
H 2.48 -3.24 -0.91
C 2.85 2.43 -0.50
C -1.43 1.69 1.96
P 1.02 2.30 -0.89
H -1.43 -2.07 -3.29
H 2.41 0.83 6.86
C -2.59 2.66 -0.64
H 3.16 3.45 -0.79
H -3.60 1.09 -2.50
O -3.06 -4.29 0.04
*
```